The following is a quantum chemistry calculation of a 13-piece molecular cluster, C74H186N12O25 overall in a non-equilibrium geometry, from the Open Molecules 2025 dataset.

XYZ file:
```
297
Properties=species:S:1:pos:R:3:forces:R:3:lowdin_charge:R:1
O -0.935 0.816 -9.083 -0.5 -1.2 -0.8 -0.179
O -2.701 -2.094 -3.922 -0.3 -0.9 -0.7 -0.227
O 8.034 4.090 1.919 0.0 -0.6 -0.6 -0.167
O 0.133 -6.735 -8.113 0.9 0.8 1.2 -0.197
O -0.080 -1.346 -1.815 -0.1 1.4 1.6 -0.201
O -0.734 8.475 4.888 -0.4 0.3 -1.4 -0.192
O -1.768 -8.527 0.245 0.2 -0.3 0.7 -0.208
O 0.848 -0.127 3.909 0.8 0.4 0.4 -0.107
O 0.909 2.835 2.992 -0.7 -0.5 -1.6 -0.211
O -4.324 2.743 6.394 0.3 -0.7 -1.1 -0.180
O -2.937 5.503 0.488 1.4 -0.2 -0.4 -0.190
O 6.187 -2.934 -0.211 -0.2 0.2 1.1 -0.220
O 1.717 5.622 1.292 0.1 -0.1 -1.8 -0.213
O 4.377 0.922 5.376 -0.2 0.9 1.3 -0.209
O -3.246 -4.317 0.103 0.2 -0.8 1.1 -0.218
O 3.265 2.806 -3.691 0.0 0.7 0.8 -0.217
O -2.826 -1.645 5.103 1.1 0.8 -0.7 -0.194
O -10.434 4.635 6.623 -0.9 -0.5 0.1 -0.174
O 4.594 1.892 0.607 1.0 -0.2 -0.3 -0.193
O 2.964 -3.188 -2.888 0.3 0.2 0.1 -0.194
O -0.881 -5.953 -3.530 0.8 0.9 -0.2 -0.191
O -4.148 0.887 0.133 0.3 0.3 0.5 -0.178
O 1.647 -4.567 1.092 -0.7 -1.1 -0.1 -0.233
O -1.997 2.573 -3.195 0.8 0.8 -0.8 -0.193
O 1.478 -2.370 -7.510 -0.5 0.3 -0.6 -0.213
N 1.734 4.068 -1.642 -0.3 -0.2 0.5 -0.047
N -2.416 -2.607 2.310 -0.6 0.5 0.6 -0.032
N -0.014 1.111 0.940 0.4 -0.5 0.4 -0.029
N 5.333 3.448 2.853 -0.1 -1.8 -0.2 -0.040
N 5.593 -0.483 2.356 0.0 -0.9 1.0 -0.050
N -4.897 -1.840 -0.963 -0.5 0.2 1.6 -0.049
N -7.089 3.636 5.825 1.5 -0.3 -0.3 -0.063
N 0.890 -7.505 0.622 0.8 1.1 1.0 -0.051
N -2.691 5.634 3.572 0.0 0.1 0.0 -0.040
N 3.017 -1.604 -5.208 -0.3 -0.8 -0.6 -0.035
N -0.568 1.291 -5.491 0.5 1.2 1.1 -0.057
N 1.250 -6.688 -5.469 -1.3 -0.2 0.9 -0.044
C -8.486 3.455 6.084 0.1 -0.9 0.4 -0.242
C 7.199 4.959 2.593 -1.1 0.9 0.4 -0.253
C -2.110 1.223 -3.503 -0.5 -1.4 0.1 -0.229
C -5.153 0.106 0.690 -0.8 -1.1 -0.2 -0.253
C 0.074 8.811 5.953 0.1 0.8 1.2 -0.140
C -1.691 -1.536 2.967 0.7 -0.1 0.3 -0.213
C -0.695 -9.439 0.263 1.6 1.4 0.1 -0.214
C -4.947 2.490 5.124 0.4 0.8 0.0 -0.233
C -0.359 -7.271 -9.268 -1.2 -0.6 -1.8 -0.157
C 0.593 -8.679 -0.171 -0.7 0.0 0.3 -0.200
C -3.852 -2.457 -3.184 -0.1 0.4 1.4 -0.210
C 2.610 -0.732 -6.285 -0.5 0.9 0.7 -0.235
C 3.472 -1.862 -2.814 -0.3 0.1 -1.0 -0.205
C -4.427 -5.094 -0.056 0.0 1.0 -0.7 -0.111
C -2.997 3.103 -2.387 -1.1 0.4 -0.8 -0.084
C 1.042 3.418 -2.744 0.1 0.6 -0.9 -0.193
C 1.367 -0.770 5.096 -1.2 -0.7 -0.6 -0.281
C -0.124 2.558 0.859 0.9 -1.0 1.1 -0.221
C 2.597 -5.650 1.143 -1.1 0.3 -0.6 -0.177
C -1.155 -0.594 -9.245 0.0 -0.1 0.4 -0.091
C -5.794 -0.790 -0.368 0.3 -1.7 0.0 -0.182
C 4.896 1.668 6.477 -0.7 -0.6 0.6 -0.093
C -3.868 6.083 1.350 -0.8 1.1 -0.5 -0.257
C -3.462 1.567 1.167 0.5 -0.4 0.3 -0.094
C 1.981 -6.309 -6.632 0.2 0.0 -0.2 -0.224
C -1.007 0.592 -6.634 -0.3 -0.1 -1.7 -0.236
C 3.393 -3.919 -1.763 0.5 -0.3 0.7 -0.105
C 4.677 -0.386 3.483 1.1 0.2 -0.2 -0.206
C 5.371 0.446 4.526 0.2 0.8 -0.7 -0.255
C -9.080 4.787 6.371 0.2 1.1 0.7 -0.277
C 9.376 4.460 2.041 0.2 -0.7 -0.6 -0.112
C -2.569 -0.817 3.948 -1.3 0.2 0.2 -0.218
C 1.400 -3.174 -8.685 0.1 -0.8 1.5 -0.102
C 0.174 0.614 -0.411 -0.4 -1.5 1.1 -0.184
C -2.921 2.788 6.178 0.1 0.4 0.4 -0.115
C -2.693 6.235 -0.700 -0.9 -0.2 -0.8 -0.112
C 1.503 -7.029 -7.885 0.1 0.5 0.3 -0.205
C -2.462 -4.760 1.225 -0.2 -0.8 -0.2 -0.198
C -0.281 3.134 2.231 0.1 0.2 0.3 -0.177
C 2.336 6.500 2.181 0.0 1.0 0.3 -0.142
C -3.879 -1.161 5.885 -0.9 -1.3 0.4 -0.123
C 1.937 2.386 -3.418 0.0 -1.4 -0.5 -0.236
C 3.662 2.807 1.073 -1.0 0.6 0.7 -0.208
C -2.329 -3.154 -4.843 -0.8 1.1 -0.6 -0.065
C -1.700 -6.147 -2.418 -0.5 -1.3 0.4 -0.111
C 1.415 -5.800 -4.317 -0.3 0.6 0.0 -0.182
C 3.956 3.089 2.556 -0.2 0.4 -0.5 -0.167
C -2.337 7.023 3.797 -0.1 1.3 0.1 -0.205
C 7.313 -3.423 -0.854 -0.6 0.5 -1.8 -0.128
C -6.435 2.407 5.339 -0.2 0.0 -0.9 -0.205
C 2.014 -3.477 1.891 0.2 -0.3 0.0 -0.112
C 1.943 6.092 -0.097 -2.4 -0.3 1.7 -0.148
C -0.273 1.127 -7.888 -0.2 -0.2 0.5 -0.216
C 5.716 4.690 2.288 1.7 1.0 -0.2 -0.219
C -2.922 -9.003 0.914 -0.2 0.5 -0.9 -0.096
C -0.184 -2.728 -1.909 1.4 -0.8 0.1 -0.124
C -0.041 -0.902 -0.411 -0.1 0.7 -2.2 -0.138
C 0.880 3.353 4.266 0.3 0.2 0.9 -0.120
C -3.847 5.432 2.696 0.3 -1.4 0.3 -0.207
C 6.442 -1.772 0.599 0.4 -1.4 -1.2 -0.201
C 1.108 5.297 -1.107 0.4 -0.8 -0.2 -0.172
C 2.517 -1.419 -7.596 0.0 0.4 -0.6 -0.245
C -1.288 7.198 4.902 0.4 -1.1 -0.7 -0.229
C 2.806 -1.021 -3.904 0.0 -0.4 0.4 -0.198
C 2.130 -6.808 0.219 0.1 0.1 -0.2 -0.179
C 0.530 -0.456 6.325 2.2 -1.0 1.2 -0.067
C -0.880 0.707 -4.201 0.4 0.0 0.0 -0.188
C 0.474 -6.099 -3.156 0.5 -0.2 -0.1 -0.222
C -1.600 -3.638 1.750 -0.8 -0.9 -0.2 -0.221
C 3.422 3.349 -4.973 0.1 -0.9 -0.8 -0.104
C -10.998 5.861 6.960 -1.0 -0.2 -0.2 -0.129
C 4.403 1.514 -0.738 0.4 0.3 -0.2 -0.069
C -4.017 -1.410 -2.042 0.8 -0.1 0.2 -0.200
C 5.279 -1.607 1.481 0.6 1.0 1.8 -0.216
H -3.691 -3.433 -2.663 -0.3 0.3 -0.5 0.109
H -1.820 5.852 -1.254 -0.3 -0.2 0.6 0.063
H 5.870 2.707 2.415 0.6 0.1 0.1 0.092
H -1.920 -2.639 -5.752 0.1 -0.7 0.9 0.089
H 3.470 -5.006 -1.986 0.0 0.7 -0.1 0.091
H 1.162 0.807 -0.789 0.6 0.4 -0.6 0.100
H -10.652 6.186 7.918 0.9 0.8 0.5 0.082
H -4.853 5.946 0.873 -0.1 0.1 0.4 0.132
H -2.866 2.287 0.645 0.2 0.8 0.1 0.051
H -0.893 -4.090 2.433 0.4 -0.1 0.6 0.118
H 0.631 -7.114 -2.788 0.1 -0.3 -0.1 0.101
H 1.715 -0.936 -3.634 0.8 0.3 -0.2 0.123
H 10.005 3.658 1.644 -0.2 0.0 0.1 0.095
H 2.792 4.233 -5.198 0.3 -0.5 0.2 0.101
H -0.738 -0.468 -6.575 0.0 0.0 0.4 0.102
H 2.781 -5.941 2.175 -0.3 -0.3 0.2 0.119
H 5.704 0.389 1.856 -0.4 0.0 -0.1 0.093
H 1.300 0.721 3.793 -0.2 0.1 0.0 0.049
H 3.422 6.619 1.957 -0.5 -0.1 0.3 0.084
H -0.705 -8.307 -9.098 0.3 0.2 -0.3 0.094
H -2.841 -9.009 1.996 0.2 0.4 0.3 0.087
H 1.858 7.509 2.110 0.4 -0.4 0.1 0.097
H -1.808 -5.619 0.952 -0.3 0.4 -0.2 0.111
H -1.240 -6.690 -9.610 0.3 -0.2 0.4 0.093
H -4.734 5.729 3.243 -0.3 0.1 0.1 0.120
H -3.699 -8.325 0.541 -0.2 -0.3 0.6 0.080
H 0.794 4.114 -3.587 -0.2 0.1 0.6 0.126
H 0.714 0.774 1.616 -0.9 0.7 -1.0 0.120
H 2.939 -7.541 0.165 0.1 0.0 0.2 0.117
H 0.879 8.083 6.186 -0.3 0.2 -0.3 0.093
H 2.091 -6.634 -8.723 0.0 -0.2 -0.1 0.118
H -1.175 2.762 2.776 0.3 0.0 -0.3 0.131
H -0.865 -10.216 -0.444 -0.2 -0.9 -0.7 0.108
H -3.916 4.340 2.499 -0.1 0.5 0.3 0.104
H 6.988 -4.199 -1.548 0.1 -0.3 0.3 0.093
H -1.940 7.507 2.900 0.2 0.1 -0.1 0.113
H 2.692 4.160 -1.940 0.3 0.6 0.2 0.094
H -2.415 2.912 7.130 -0.1 -0.2 0.3 0.086
H -3.992 -1.895 6.720 0.0 0.7 -0.5 0.103
H 1.609 7.140 -0.123 -0.1 -0.1 0.0 0.120
H -2.484 7.278 -0.472 -0.1 0.3 0.0 0.085
H 3.434 -1.938 -7.865 0.4 -0.1 0.0 0.123
H 8.085 -3.741 -0.207 0.8 -0.6 1.0 0.072
H 0.757 0.736 -7.876 -0.1 0.0 -0.1 0.096
H 3.619 2.242 3.145 0.2 -0.1 0.2 0.094
H 0.133 5.030 -0.646 0.6 0.1 -0.1 0.107
H 5.401 2.586 6.249 -0.1 0.9 -0.9 0.069
H 1.917 -5.219 -6.773 0.4 0.0 -0.2 0.108
H 1.680 -8.106 -7.797 -0.2 -0.1 0.0 0.128
H 5.329 1.081 -1.117 0.0 -0.1 0.2 0.092
H -3.025 0.957 -4.047 -0.1 0.4 -0.1 0.133
H 0.774 2.977 0.415 0.1 0.4 -0.2 0.088
H 9.601 4.618 3.071 0.5 0.2 1.0 0.078
H 0.834 -1.323 0.094 -0.3 -0.6 0.1 0.116
H 2.044 1.462 -2.844 -0.1 0.2 0.4 0.090
H -3.794 -0.156 6.301 0.4 0.2 -0.1 0.073
H -1.029 -3.285 0.915 0.4 0.5 -0.5 0.091
H -1.711 -7.259 -2.240 -0.3 0.9 0.4 0.105
H -2.757 4.150 -2.216 0.3 -0.2 0.5 0.061
H -2.994 -1.168 -1.687 -0.3 -0.2 -0.1 0.108
H 4.163 2.350 -1.410 -0.1 0.0 0.3 0.079
H -0.806 2.294 -5.479 0.1 -0.7 -0.3 0.133
H 1.172 -2.606 -9.586 0.2 0.1 -0.1 0.082
H -4.156 2.014 1.892 0.0 0.2 -0.3 0.081
H 3.525 -5.224 0.792 0.7 -0.2 -0.5 0.104
H 2.693 -3.809 -0.932 -0.3 0.0 0.0 0.060
H 3.698 0.046 3.272 -0.3 0.0 -0.3 0.104
H -5.058 -5.131 0.832 0.1 0.1 0.4 0.087
H 4.353 -3.526 -1.353 -0.4 -0.5 -0.6 0.077
H -0.484 -0.738 6.228 -1.1 -0.5 -0.3 0.040
H 4.552 -1.368 3.942 -0.3 -0.2 -0.4 0.124
H -6.225 -0.264 -1.213 -0.2 0.4 0.1 0.109
H -2.709 3.700 5.624 0.3 -0.1 -0.5 0.068
H -3.228 -3.721 -5.187 0.5 0.4 0.3 0.095
H 0.455 -8.347 -1.197 0.2 -0.6 -0.5 0.086
H 4.354 -1.362 1.020 -1.0 -0.4 -1.1 0.100
H -0.077 0.922 -3.493 0.2 -0.2 -0.1 0.079
H 0.180 -6.785 0.561 -0.5 -0.4 0.0 0.084
H -4.762 -2.466 -3.822 0.4 -0.3 0.2 0.128
H -6.611 -1.349 0.163 0.5 0.5 -0.5 0.120
H -6.850 2.111 4.346 -0.1 0.5 0.6 0.129
H -4.686 -0.586 1.436 -0.5 0.5 -0.1 0.116
H 0.567 0.569 6.641 0.2 0.7 0.0 0.056
H -2.179 0.178 4.225 0.2 -0.4 0.1 0.107
H 0.210 -2.977 -2.904 -0.6 -0.3 0.2 0.090
H -2.688 -5.802 -2.686 -0.4 -0.1 -0.1 0.079
H -3.974 3.159 -2.905 0.2 -0.3 -0.1 0.103
H 3.268 2.527 -5.702 -0.5 0.5 0.0 0.083
H 0.826 4.452 4.208 -0.3 -0.1 0.4 0.074
H 3.305 -0.037 -3.913 -0.4 -0.1 0.2 0.116
H 1.009 -1.074 7.161 -0.8 0.8 -0.8 0.105
H -8.602 5.267 7.266 0.0 -0.3 -0.5 0.135
H -0.959 2.783 0.213 -0.4 0.3 -0.1 0.101
H -5.975 0.730 1.148 0.8 -0.4 -0.1 0.135
H -4.664 3.258 4.372 -0.3 0.2 0.6 0.105
H -8.676 2.716 6.932 -0.1 0.8 -0.9 0.147
H -4.782 -1.206 5.260 -0.2 0.2 0.3 0.088
H 2.436 -5.805 -3.955 0.3 -0.4 0.1 0.109
H 3.292 0.111 -6.336 0.5 0.1 -0.2 0.114
H 0.493 9.800 5.700 0.1 -0.5 0.2 0.094
H -10.921 6.571 6.144 0.6 0.5 0.0 0.091
H -1.261 -0.878 -10.296 -0.3 0.6 0.1 0.089
H 0.700 -5.441 -2.299 0.0 0.1 -0.3 0.104
H -3.077 -2.978 2.988 0.2 -0.3 -0.2 0.117
H -0.926 -0.387 -4.321 -0.2 0.4 0.3 0.118
H -1.649 -3.853 -4.362 0.2 0.0 -0.1 0.057
H 2.340 -0.627 -8.368 -0.1 -0.7 0.2 0.127
H -12.055 5.780 7.123 -0.7 -0.6 -0.1 0.080
H -1.892 5.143 3.185 0.0 0.1 0.0 0.076
H -0.581 1.103 -0.997 -0.3 0.1 -0.7 0.100
H 2.352 -3.730 -8.709 -0.2 0.1 -0.7 0.091
H 2.181 6.158 3.218 0.2 -0.1 -0.4 0.083
H -0.369 4.204 2.043 0.1 0.4 0.6 0.103
H -4.244 -6.118 -0.375 0.3 -0.1 -0.2 0.072
H -8.940 3.091 5.165 -0.2 -0.4 0.0 0.124
H 0.339 -7.224 -10.136 -0.1 -0.2 0.6 0.095
H -1.431 -5.592 -1.493 0.3 -0.3 -0.5 0.085
H -2.132 0.663 -2.580 -0.3 -0.4 0.6 0.093
H 0.070 2.896 4.872 0.1 0.5 -0.2 0.094
H 1.538 2.028 -4.387 -0.4 0.4 0.5 0.103
H 2.458 -2.457 -5.309 0.3 0.2 0.3 0.107
H 0.307 -6.553 -5.781 -1.0 -0.3 0.4 0.094
H 3.409 3.957 2.875 -0.9 0.2 0.0 0.093
H -3.740 7.178 1.486 0.3 -0.3 -0.4 0.122
H -2.095 0.612 -6.835 0.1 0.1 0.1 0.130
H 7.283 4.864 3.674 0.3 -0.4 0.4 0.119
H 2.838 -2.967 1.388 0.4 0.1 0.6 0.070
H -1.167 -3.166 -1.683 -0.1 0.3 -0.2 0.086
H 0.890 5.970 -1.934 -0.2 0.4 -0.3 0.109
H 1.186 -1.828 4.861 0.3 0.0 0.2 0.102
H 0.093 2.965 -2.432 0.3 0.1 -0.1 0.095
H -4.401 -0.472 -2.429 -0.1 0.1 -0.3 0.102
H 5.713 1.113 6.936 -0.3 -0.5 0.6 0.080
H 4.474 3.543 -5.099 0.4 0.7 0.1 0.082
H 4.577 -1.893 -2.922 -0.5 0.1 0.1 0.136
H 1.835 3.092 4.742 -0.2 0.1 0.0 0.092
H -0.535 8.968 6.878 0.4 -0.3 -0.4 0.095
H -2.751 0.952 1.773 -0.5 -0.1 -0.6 0.082
H -4.530 1.588 4.641 -0.4 -0.3 0.5 0.101
H 1.260 -4.737 -4.570 -0.1 0.0 -0.3 0.113
H -4.963 -4.521 -0.819 -0.2 -0.5 0.0 0.075
H -1.738 7.021 5.856 -0.4 -0.4 0.9 0.114
H 3.641 3.736 0.493 0.3 0.0 -0.2 0.102
H -3.563 -0.602 3.460 0.6 -0.2 0.3 0.108
H -0.283 -1.152 -8.900 0.1 0.0 0.3 0.051
H 7.730 -2.662 -1.508 0.3 0.4 -0.2 0.086
H -6.625 4.036 6.649 0.0 -0.5 -0.5 0.122
H 1.209 -2.767 1.970 -0.6 0.2 -0.2 0.058
H 3.619 0.776 -0.777 -0.5 -0.4 -0.3 0.068
H 2.977 6.122 -0.265 1.7 -0.3 -0.5 0.096
H 1.637 -0.227 -6.106 0.0 -0.3 0.1 0.105
H -0.214 2.208 -7.903 0.0 0.3 0.3 0.120
H -3.168 2.504 -1.503 0.1 0.0 0.5 0.068
H -0.749 -1.861 3.479 -0.7 0.0 -0.2 0.115
H 7.368 -1.842 1.208 -0.4 -0.2 -0.3 0.141
H 2.443 -0.652 5.254 -0.2 0.4 -0.1 0.091
H 2.971 -6.661 -6.424 1.1 0.4 -0.4 0.117
H 0.612 -3.914 -8.476 0.1 0.3 -0.3 0.091
H 5.179 -2.502 2.114 -0.1 0.2 -0.3 0.131
H 7.473 6.019 2.426 -0.2 -0.2 -0.5 0.126
H 9.593 5.353 1.476 0.1 0.6 -0.2 0.083
H -4.405 -2.258 -0.142 0.0 0.2 -1.3 0.098
H 2.052 -6.417 -0.825 0.0 0.0 0.6 0.092
H -2.511 1.881 5.685 -0.4 0.4 0.1 0.071
H 2.190 -3.818 2.923 0.6 0.2 -0.2 0.101
H -3.134 -5.180 2.012 0.2 0.5 -0.3 0.130
H -0.484 6.445 4.726 -0.3 0.2 0.3 0.117
H 5.910 1.300 4.057 -0.2 -0.4 0.2 0.117
H -3.574 6.161 -1.421 0.8 0.3 0.9 0.110
H 1.428 -9.384 -0.035 -0.2 0.2 -0.5 0.126
H -1.391 -0.833 2.207 0.3 0.5 -0.2 0.080
H -1.005 -1.149 0.027 0.1 -0.2 0.4 0.110
H -2.035 -0.966 -8.661 0.5 0.4 -0.5 0.098
H -0.479 -9.918 1.222 -0.5 0.3 0.4 0.123
H 5.232 5.469 2.843 -0.7 0.6 0.2 0.103
H -3.223 7.642 4.072 0.3 -0.7 -0.1 0.138
H 6.551 -0.960 -0.095 0.2 0.9 -0.3 0.113
H 4.047 1.892 7.177 0.9 -0.4 -0.6 0.104
H 5.512 4.836 1.215 0.0 -0.1 0.0 0.127
H 3.176 -1.390 -1.881 0.2 0.0 0.6 0.105
H -8.967 5.501 5.534 0.4 -0.3 0.1 0.132
H 6.108 -0.181 5.024 0.2 0.0 0.4 0.125
H -6.607 1.543 5.972 -0.2 -0.3 0.5 0.112
H 2.643 2.413 0.964 0.0 -0.1 0.2 0.107
H 0.543 -3.153 -1.191 -0.2 -0.3 -0.1 0.077
H -3.166 -10.019 0.625 -0.1 -0.3 -0.3 0.082
```
Forces are in eV/Å.

## Properties
Relative energy (zero: lowest compared OMol25 entry of this formula, charge and spin) (kcal per mole): 1.90
HOMO level (eV): -8.11